Entry 1:
C3H11N2 | ωB97M-V/def2-TZVPD

Atoms and positions in Å:
C1 -0.1349 -1.0318 -2.7060
N1 0.3245 -1.0676 -1.5082
H1 -0.9860 -1.6377 -2.9936
H2 0.1646 -0.2068 -3.3480
H3 0.8194 -0.3282 0.1642
H4 0.4364 -2.0145 -1.1449
C2 0.5677 1.6457 0.6304
N2 0.5185 0.1741 1.0124
C3 -0.8621 -0.2096 1.4894
H5 -0.0099 1.6370 -0.2778
H6 0.0177 2.1402 1.4183
H7 1.6144 1.9429 0.6768
H8 1.1749 -0.1195 1.7659
H9 -1.6513 0.2320 0.8821
H10 -1.0527 0.1239 2.5055
H11 -0.9412 -1.2801 1.4334

Calculated values
Net charge ... +1
E_HOMO ... -13.9775 eV
ΔE to the lowest compared entry with this formula, charge and spin ... 1.8961 eV
HOMO-LUMO gap ... 10.83 eV

Atom charges from the Löwdin analysis, given in e for atoms 1 to 5:
1. C -0.032
2. N -0.009
3. H 0.084
4. H 0.078
5. H 0.080

***

Entry 2:
C19H21MnN2O4Se2 | ωB97M-V/def2-TZVPD

Atoms and positions in Å:
Mn1 -0.8793 -0.2810 -0.6845
O1 4.3102 1.0999 0.7552
C1 4.4411 0.0768 1.7689
C2 3.0862 -0.6809 1.7548
C3 3.2705 -2.0950 2.3971
O2 3.2693 -1.8007 3.8080
C4 2.6408 -1.0043 0.3362
Se1 0.8647 -1.8626 0.3265
C5 1.9379 0.1161 2.4678
Se2 0.2150 -0.9007 2.3854
H1 4.9466 1.7997 0.9857
H2 4.6746 0.5091 2.7652
H3 5.1945 -0.6147 1.4869
H4 4.2234 -2.5170 2.0435
H5 2.5910 -2.8505 2.1201
H6 3.7978 -2.4896 4.2245
H7 3.2420 -1.8332 -0.1758
H8 2.6028 -0.1261 -0.2942
H9 1.9153 1.1084 2.0489
H10 2.2150 0.1471 3.5377
N1 -4.5084 -1.4574 -2.4810
C6 -3.6023 -0.6295 -1.9905
N2 -2.6249 -1.2477 -1.3419
C7 -2.9203 -2.6449 -1.4586
C8 -2.1587 -3.7498 -1.0050
C9 -2.6651 -5.0013 -1.2467
C10 -3.9591 -5.1019 -1.8134
C11 -4.6874 -4.0686 -2.3467
C12 -4.1270 -2.7503 -2.1165
H11 -5.2283 -1.1791 -3.1719
H12 -3.6233 0.4871 -1.9355
H13 -1.1458 -3.6101 -0.6653
H14 -2.1531 -5.8540 -0.8517
H15 -4.3665 -6.1523 -1.9800
H16 -5.6139 -4.2059 -2.7450
O3 0.3902 1.2608 -0.4148
C13 -0.4507 2.0957 -0.8259
O4 -1.6022 1.4763 -1.1043
C14 -0.2236 3.5658 -0.6866
C15 0.9288 4.2656 -0.3858
C16 0.8350 5.6413 -0.2899
C17 -0.4097 6.3172 -0.3653
C18 -1.5530 5.5512 -0.4454
C19 -1.4337 4.1996 -0.6920
H17 1.8918 3.8367 -0.2888
H18 1.8291 6.1811 -0.1387
H19 -0.6119 7.3282 -0.0454
H20 -2.4940 6.0660 -0.3386
H21 -2.2715 3.5792 -0.8868

Calculated values
Multiplicity ... 4
Net charge ... +1
E_HOMO (alpha / beta) ... -11.1569 / -10.8952 eV
<S²> ... 3.7742
ΔE to the lowest compared entry with this formula, charge and spin ... 0.0000 eV
HOMO-LUMO gap (alpha / beta) ... 8.24 / 7.78 eV

Atom charges from the Löwdin analysis, given in e for atoms 1 to 5:
1. Mn 0.668
2. O -0.067
3. C -0.152
4. C -0.535
5. C -0.233

***

Entry 3:
C20H26FN5O2S | ωB97M-V/def2-TZVPD

Atoms and positions in Å:
C1 6.6575 -1.6731 3.6909
H1 7.5318 -2.2099 3.3295
H2 6.2699 -2.1934 4.5641
H3 6.9694 -0.6771 3.9957
C2 5.5877 -1.5841 2.6073
C3 4.3791 -0.7975 3.1054
H4 4.6747 0.2077 3.3965
H5 3.6200 -0.7202 2.3306
H6 3.9360 -1.2915 3.9674
H7 6.0101 -1.0698 1.7359
C4 5.1662 -2.9972 2.1713
C5 4.2088 -2.9693 1.0438
N1 3.0224 -3.4454 1.0690
N2 2.3369 -3.3124 -0.0600
C6 2.9843 -2.7070 -0.9953
N3 2.5620 -2.4369 -2.2573
C7 1.2908 -2.4321 -2.8041
O1 1.1630 -2.0699 -3.9496
C8 0.1502 -2.9212 -1.9490
H8 0.4564 -2.9684 -0.9063
C9 -1.0246 -1.9607 -2.1349
C10 -0.5542 -0.5554 -1.7813
O2 0.5969 -0.3426 -1.4401
N4 -1.4568 0.4416 -1.8912
C11 -2.8509 0.3301 -2.2382
H9 -3.1104 -0.6907 -2.5084
C12 -3.7245 0.7975 -1.0641
N5 -3.3646 2.1567 -0.7341
C13 -4.3030 2.9960 -0.1508
C14 -4.1418 4.3881 -0.1799
C15 -5.0717 5.2601 0.3425
C16 -6.2344 4.7641 0.9077
C17 -6.4358 3.3964 0.9395
C18 -5.4884 2.5299 0.4263
H10 -5.6663 1.4681 0.4899
H11 -7.3359 2.9930 1.3785
H12 -6.9708 5.4398 1.3124
H13 -4.8804 6.3200 0.2838
F1 -3.0378 4.9270 -0.7606
C19 -1.9653 2.2632 -0.3638
H14 -1.7142 3.2902 -0.1119
C20 -1.0940 1.7965 -1.5284
H15 -0.0402 1.8011 -1.2490
H16 -1.2490 2.4540 -2.3898
H17 -1.7587 1.6287 0.5140
H18 -4.7699 0.7640 -1.3735
H19 -3.5768 0.1159 -0.2100
H20 -3.0461 0.9825 -3.0979
H21 -1.8584 -2.2607 -1.4991
H22 -1.3393 -1.9703 -3.1804
H23 -0.1262 -3.9223 -2.2845
H24 3.2518 -2.0132 -2.8680
S1 4.6208 -2.2418 -0.5122
H25 6.0545 -3.5588 1.8693
H26 4.6886 -3.5191 3.0022

Calculated values
SMILES string ... CC(C)Cc1nnc(NC(=O)CCC(=O)N2CCN(c3ccccc3F)CC2)s1
E_HOMO ... -8.1672 eV
ΔE to the lowest compared entry with this formula, charge and spin ... 1.1146 eV
HOMO-LUMO gap ... 8.80 eV

Atom charges from the Löwdin analysis, given in e for atoms 1 to 5:
1. C -0.081
2. H 0.076
3. H 0.082
4. H 0.077
5. C -0.452

***

Entry 4:
C38H54BiF5N2OS2Sb | ωB97M-V/def2-TZVPD

Atoms and positions in Å:
Bi1 0.2354 0.2586 0.4260
C1 1.8782 -5.0044 -1.5723
C2 1.3755 -4.2423 -0.3375
C3 1.3091 -5.1954 0.8501
C4 2.2602 -3.0356 -0.1372
C5 3.2193 -2.9386 0.8625
C6 4.0965 -1.8666 0.9057
C7 4.0556 -0.8622 -0.0525
C8 5.0639 0.2447 -0.0761
C9 3.0622 -0.9304 -1.0240
C10 2.1789 -1.9952 -1.0618
H1 1.2535 -5.8756 -1.7525
H2 2.9004 -5.3377 -1.4087
H3 1.8645 -4.3831 -2.4649
H4 0.3573 -3.8869 -0.5356
H5 2.2864 -5.6069 1.0833
H6 0.6502 -6.0242 0.6078
H7 0.9067 -4.7016 1.7287
H8 3.3056 -3.7185 1.6030
H9 4.8460 -1.8327 1.6826
H10 4.6480 1.1679 0.3381
H11 5.3742 0.4439 -1.1016
H12 5.9377 -0.0303 0.5082
H13 3.0259 -0.1741 -1.7998
H14 1.4564 -2.0498 -1.8638
F1 -4.7768 1.8972 5.3301
C11 -3.9633 2.0111 4.2884
C12 -4.3495 1.5158 3.0435
F2 -5.5463 0.9561 2.8949
C13 -3.4812 1.6187 1.9609
F3 -3.8690 1.1869 0.7632
C14 -2.2147 2.1721 2.1129
S1 -1.1263 2.3833 0.7340
C15 -1.8543 2.6874 3.3569
F4 -0.6414 3.2216 3.5171
C16 -2.7169 2.6168 4.4426
F5 -2.3475 3.1079 5.6206
C17 -3.6395 -1.0702 -1.5127
C18 -3.0291 -2.4528 -1.3064
C19 -1.7437 -2.6546 -2.1132
C20 -2.7480 -2.7944 0.1433
C21 -3.2181 -4.0295 0.5689
C22 -2.9518 -4.5164 1.8304
C23 -2.1909 -3.7458 2.6799
C24 -1.6874 -2.5026 2.3102
C25 -0.8146 -1.8505 3.3711
C26 0.6707 -2.0591 3.0611
C27 -1.1304 -0.3937 3.6886
C28 -1.9699 -2.0092 1.0228
O1 -1.5904 -0.7561 0.6232
H15 -3.7607 -0.8650 -2.5756
H16 -3.0086 -0.3130 -1.0656
H17 -4.6159 -1.0195 -1.0376
H18 -3.7574 -3.1860 -1.6696
H19 -0.9459 -2.0320 -1.7183
H20 -1.8975 -2.4080 -3.1617
H21 -1.4272 -3.6937 -2.0503
H22 -3.8042 -4.6299 -0.1111
H23 -3.3097 -5.4852 2.1413
H24 -1.9673 -4.1163 3.6691
H25 -1.0142 -2.3943 4.3009
H26 0.9149 -1.7775 2.0372
H27 0.9253 -3.1096 3.1764
H28 1.2910 -1.4828 3.7443
H29 -0.7613 0.2779 2.9154
H30 -0.6582 -0.1183 4.6305
H31 -2.2063 -0.2637 3.7840
C29 4.0399 3.8493 -2.6493
C30 3.8674 3.8654 -1.1485
Sb1 2.0988 2.7175 -0.5405
C31 2.1659 3.4457 1.5204
C32 3.0778 2.5914 2.3883
C33 0.6952 4.1703 -1.4470
C34 0.8092 5.5822 -0.9018
H32 4.9436 4.3820 -2.9365
H33 3.1952 4.3288 -3.1375
H34 4.1136 2.8285 -3.0172
H35 3.7440 4.8821 -0.7862
H36 4.7387 3.4420 -0.6565
H37 1.1558 3.4432 1.9176
H38 2.5174 4.4742 1.4945
H39 2.8364 1.5295 2.2950
H40 2.9657 2.8680 3.4354
H41 4.1232 2.7287 2.1150
H42 -0.3128 3.7889 -1.2822
H43 0.8935 4.1581 -2.5225
H44 0.6102 5.6063 0.1670
H45 0.0846 6.2274 -1.3961
H46 1.7968 5.9962 -1.0860
C35 -0.8277 0.5301 -5.1520
N1 -1.5439 1.1896 -4.1022
C36 -2.6883 2.0402 -4.3892
C37 -3.1369 2.5060 -2.9945
N2 -2.1593 1.8848 -2.1232
C38 -1.2885 1.1603 -2.8023
S2 0.0477 0.2987 -2.1711
H47 -1.5171 -0.0480 -5.7698
H48 -0.0875 -0.1337 -4.7160
H49 -0.3241 1.2624 -5.7845
H50 -3.4587 1.4618 -4.9038
H51 -2.3812 2.8623 -5.0418
H52 -4.1369 2.1547 -2.7365
H53 -3.0997 3.5902 -2.8744
H54 -2.1725 1.9888 -1.1134

Calculated values
Net charge ... +1
E_HOMO ... -10.3433 eV
ΔE to the lowest compared entry with this formula, charge and spin ... 0.5687 eV
HOMO-LUMO gap ... 7.23 eV

Atom charges from the Löwdin analysis, given in e for atoms 1 to 5:
1. Bi 1.355
2. C -0.049
3. C -0.374
4. C -0.060
5. C -0.217

***

Entry 5:
C33H35N4O | ωB97M-V/def2-TZVPD

Atoms and positions in Å:
C1 2.1202 4.7392 -2.0879
O1 1.3531 4.7345 -0.8548
C2 1.5963 3.7502 0.0516
C3 0.8308 3.7457 1.2512
C4 0.9988 2.7267 2.1764
C5 1.9749 1.7451 1.9568
N1 2.1576 0.7320 2.8990
C6 1.1271 0.1738 3.6288
N2 1.7424 -0.8149 4.3361
C7 1.0823 -1.7199 5.2303
C8 3.1292 -0.8334 4.1222
C9 3.3941 0.1231 3.2111
C10 2.7690 1.7646 0.8045
C11 2.5646 2.7406 -0.1650
H1 1.7570 5.6219 -2.6106
H2 3.1980 4.8278 -1.8931
H3 1.9277 3.8367 -2.6843
H4 0.1130 4.5456 1.4127
H5 0.4179 2.6908 3.0976
H6 0.0027 -1.6298 5.0935
H7 1.3901 -2.7505 5.0234
H8 1.3390 -1.4987 6.2732
H9 3.7723 -1.5167 4.6375
H10 4.3227 0.4689 2.8012
H11 3.5141 0.9871 0.6357
H12 3.1494 2.7204 -1.0844
C12 -1.7069 -4.2159 -1.6806
N3 -2.1114 -3.6159 -0.4238
C13 -2.9924 -2.5874 -0.3304
C14 -3.1195 -2.1950 1.0307
C15 -3.8217 -1.0982 1.5156
C16 -4.1209 -0.8125 2.8817
C17 -4.4404 -1.7965 3.8573
C18 -4.5851 -1.4779 5.1971
C19 -4.4550 -0.1217 5.6170
N4 -4.5404 0.2055 6.9377
C20 -4.9613 -0.7626 7.9312
C21 -4.4161 -2.1403 7.6150
C22 -4.8166 -2.5575 6.2031
C23 -4.6079 1.5886 7.3655
C24 -3.6969 2.4648 6.5298
C25 -4.0138 2.3097 5.0472
C26 -4.1981 0.8856 4.6402
C27 -4.1018 0.5376 3.3097
C28 -2.2438 -3.0970 1.7897
C29 -1.8302 -3.1564 3.1126
C30 -0.9083 -4.1392 3.5018
C31 -0.3417 -5.0094 2.5579
C32 -0.6884 -4.9136 1.1988
C33 -1.6445 -3.9701 0.8500
H13 -0.9580 -4.9824 -1.4773
H14 -2.5697 -4.6656 -2.1901
H15 -1.2853 -3.4565 -2.3540
H16 -3.4756 -2.1729 -1.2099
H17 -4.1806 -0.3848 0.7660
H18 -4.5420 -2.8426 3.5598
H19 -4.6005 -0.4089 8.9045
H20 -6.0648 -0.8074 7.9782
H21 -3.3234 -2.1305 7.6999
H22 -4.8060 -2.8532 8.3440
H23 -5.8808 -2.8425 6.1968
H24 -4.2515 -3.4532 5.9171
H25 -5.6456 1.9618 7.2890
H26 -4.3185 1.6172 8.4225
H27 -3.8243 3.5052 6.8328
H28 -2.6538 2.1804 6.7066
H29 -4.9223 2.8816 4.8037
H30 -3.2015 2.7490 4.4564
H31 -3.9367 1.3194 2.5653
H32 -2.2251 -2.4423 3.8328
H33 -0.6421 -4.2227 4.5569
H34 0.3744 -5.7590 2.8905
H35 -0.2471 -5.5434 0.4301

Calculated values
Net charge ... +1
E_HOMO ... -9.6203 eV
ΔE to the lowest compared entry with this formula, charge and spin ... 1.0999 eV
HOMO-LUMO gap ... 5.44 eV

Atom charges from the Löwdin analysis, given in e for atoms 1 to 5:
1. C -0.060
2. O -0.095
3. C -0.272
4. C 0.005
5. C -0.022